1.
DFT (ωB97M-V/def2-TZVPD) results for C40H41CoFN6O8Si as an isolated structure.

Values from the calculation:
M = 839.819 g mol⁻¹
Net charge = -2
2S+1 = 2
Electronic energy = -115691.9575 eV
ΔE to the lowest compared entry with this formula, charge and spin = 0.000 eV
Lowest unoccupied orbital energy (spin up / spin down) = 3.43 / 3.43 eV

Positions of all 98 atoms, in Å:
Co -0.817 0.110 0.280
O -2.616 4.620 3.320
C -1.359 5.065 3.228
C -1.100 6.419 3.472
C 0.190 6.911 3.393
C 1.248 6.066 3.073
C 0.990 4.727 2.823
C -0.297 4.206 2.888
C -0.591 2.754 2.599
O -1.772 2.341 2.800
N 0.448 2.067 2.194
N 0.185 0.725 1.895
C 0.864 -0.069 2.639
C 0.891 -1.521 2.609
C 1.746 -2.181 3.495
C 1.773 -3.560 3.606
C 0.899 -4.304 2.805
C 0.049 -3.687 1.915
C 0.015 -2.270 1.771
O -0.779 -1.725 0.932
H -2.530 3.618 3.107
H -1.938 7.062 3.715
H 0.372 7.964 3.580
H 2.260 6.450 3.010
H 1.788 4.046 2.554
H 1.482 0.409 3.401
H 2.395 -1.577 4.123
H 2.439 -4.049 4.306
H 0.891 -5.387 2.882
H -0.627 -4.262 1.293
C -0.365 2.995 -3.076
Si -0.231 3.058 -1.173
C 1.598 2.837 -0.773
C -0.654 4.822 -0.630
N -1.263 1.896 -0.419
C -2.618 2.084 -0.502
C -3.274 3.011 -1.347
C -4.651 3.180 -1.367
C -5.479 2.422 -0.556
C -4.883 1.480 0.279
C -3.520 1.333 0.286
F -3.012 0.392 1.128
H 0.553 2.594 -3.516
H -0.526 3.992 -3.500
H -1.189 2.347 -3.385
H 2.060 3.830 -0.769
H 2.125 2.228 -1.512
H 1.732 2.406 0.219
H -0.532 5.526 -1.461
H 0.018 5.133 0.173
H -1.674 4.915 -0.254
H -2.678 3.611 -2.022
H -5.077 3.916 -2.042
H -6.554 2.551 -0.567
H -5.466 0.851 0.942
O -2.018 -0.217 -3.365
C -2.239 -0.913 -2.366
O -1.892 -0.751 -1.171
C -3.038 -2.207 -2.573
C -3.586 -2.501 -3.816
C -4.294 -3.674 -4.014
C -4.435 -4.544 -2.944
C -3.897 -4.277 -1.694
C -3.195 -3.097 -1.514
N -5.179 -5.795 -3.146
O -5.644 -6.019 -4.250
O -5.300 -6.554 -2.203
H -3.439 -1.787 -4.615
H -4.732 -3.924 -4.968
H -4.032 -4.986 -0.891
H -2.747 -2.834 -0.562
C 2.983 -4.425 -0.751
C 3.348 -3.451 0.359
N 4.548 -2.664 0.058
C 5.796 -3.142 0.635
C 6.007 -2.596 2.042
C 4.596 -1.603 -0.791
O 5.653 -1.076 -1.123
C 3.293 -1.105 -1.341
C 3.117 -1.014 -2.715
C 1.909 -0.552 -3.203
C 0.913 -0.191 -2.303
N 1.091 -0.248 -0.985
C 2.257 -0.681 -0.521
H 2.138 -5.041 -0.437
H 3.825 -5.081 -0.991
H 2.692 -3.891 -1.657
H 3.557 -3.992 1.281
H 2.505 -2.808 0.589
H 6.610 -2.832 -0.017
H 5.762 -4.234 0.648
H 6.091 -1.510 2.008
H 6.920 -3.002 2.484
H 5.165 -2.851 2.689
H 3.924 -1.303 -3.378
H 1.721 -0.469 -4.265
H -0.057 0.150 -2.648
H 2.370 -0.681 0.558

Atomic forces in eV per Å
0.08 0.09 0.05
0.00 -0.04 -0.04
0.02 0.00 0.00
0.01 0.01 0.00
0.00 0.00 0.00
-0.01 0.00 -0.01
0.01 0.01 -0.04
-0.01 -0.02 0.00
-0.08 0.05 -0.03
0.02 0.03 0.00
0.01 0.00 -0.04
0.06 0.00 0.00
-0.02 -0.04 0.05
-0.03 0.03 -0.02
0.02 -0.03 0.02
0.01 0.02 0.00
0.02 0.00 -0.04
0.02 -0.02 0.01
0.00 0.06 0.04
0.06 -0.09 -0.11
0.01 0.00 0.05
0.01 -0.01 0.00
0.00 0.00 0.00
0.00 0.00 0.00
-0.01 0.00 0.01
0.01 -0.02 0.01
-0.01 0.00 0.00
0.00 0.01 0.00
0.00 0.01 0.00
0.00 0.01 0.00
-0.01 0.02 0.00
0.02 -0.03 -0.01
0.01 -0.05 0.00
0.00 0.03 0.02
-0.12 0.09 -0.01
0.04 -0.02 0.01
0.03 -0.01 -0.01
0.00 -0.01 0.01
0.01 0.01 -0.01
-0.01 -0.01 0.00
-0.02 0.05 0.03
0.07 -0.06 -0.06
0.00 0.00 0.00
-0.01 -0.02 -0.01
0.02 -0.01 0.00
-0.01 -0.01 -0.03
-0.01 -0.01 0.02
0.00 0.02 0.01
0.00 -0.01 0.02
0.00 0.01 0.03
0.00 -0.02 0.00
0.01 0.01 0.00
0.01 0.00 0.00
0.01 0.00 0.00
0.01 0.00 0.00
0.05 0.02 0.00
-0.15 -0.07 -0.01
0.05 0.00 0.00
-0.01 0.06 0.01
-0.02 0.00 0.00
0.01 0.01 -0.02
-0.03 -0.06 -0.01
0.01 0.01 0.03
0.00 -0.02 0.00
0.08 0.17 0.03
-0.05 -0.02 -0.14
-0.01 -0.09 0.12
0.00 0.00 0.01
0.00 0.00 0.00
0.00 0.00 0.00
-0.01 0.00 -0.01
0.00 -0.01 0.00
0.04 0.00 0.00
-0.02 0.04 0.02
-0.02 0.01 0.01
0.00 0.00 0.00
-0.03 -0.04 -0.03
-0.02 -0.01 -0.01
0.03 -0.02 0.06
0.01 0.02 -0.06
0.00 0.00 0.02
0.02 -0.01 -0.06
-0.13 0.02 0.03
-0.01 0.01 0.07
0.01 0.01 0.00
-0.01 0.00 0.00
0.01 0.01 0.00
-0.02 0.00 0.03
-0.03 -0.02 0.01
0.01 0.00 -0.01
0.00 0.00 0.00
0.00 -0.01 0.00
-0.01 0.00 0.00
0.01 0.00 0.00
0.00 0.00 0.01
0.00 0.00 0.01
0.01 0.02 -0.01
-0.01 0.01 0.00

Löwdin population analysis, charges in e, atoms 1 to 5:
1 Co 0.5523
2 O 0.0301
3 C -0.2925
4 C -0.0372
5 C -0.1258


2.
DFT (ωB97M-V/def2-TZVPD) results for C40H41F5N9O4SSn as an isolated structure in a non-equilibrium geometry.

Values from the calculation:
M = 957.595 g mol⁻¹
Net charge = -1
2S+1 = 1
Electronic energy = -94000.9470 eV
ΔE to the lowest compared entry with this formula, charge and spin = 0.955 eV
Lowest unoccupied orbital energy = 2.48 eV

Positions of all 101 atoms, in Å:
Sn 0.815 0.137 0.524
C 1.456 -2.110 4.069
C 2.923 -1.969 3.646
C 3.163 -0.978 2.486
N 2.176 0.064 2.410
C 2.152 1.061 3.265
C 3.192 1.281 4.191
C 3.381 2.239 5.163
C 2.496 3.179 5.665
C 1.204 3.399 5.216
C 0.582 2.888 4.101
C 1.029 2.004 3.090
N 0.416 1.920 1.934
C -0.409 2.985 1.434
C -1.883 2.621 1.245
C -2.080 1.597 0.124
N -1.592 0.305 0.506
C -2.342 -0.598 1.085
C -3.719 -0.394 1.342
C -4.731 -1.258 1.690
C -4.694 -2.628 1.891
C -3.559 -3.423 1.870
C -2.240 -3.062 1.729
C -1.609 -1.822 1.464
N -0.304 -1.690 1.490
C 0.548 -2.813 1.787
C 0.642 -3.134 3.281
H 0.973 -1.136 3.987
H 1.435 -2.412 5.120
H 3.324 -2.939 3.350
H 3.486 -1.630 4.516
H 3.123 -1.506 1.538
H 4.183 -0.573 2.557
H 4.048 0.633 4.054
H 4.360 2.225 5.634
H 2.831 3.785 6.498
H 0.621 4.110 5.795
H -0.431 3.242 3.954
H -0.004 3.236 0.447
H -0.328 3.886 2.056
H -2.430 3.533 0.989
H -2.284 2.213 2.174
H -1.486 1.923 -0.737
H -3.131 1.576 -0.189
H -4.041 0.631 1.214
H -5.711 -0.803 1.796
H -5.637 -3.118 2.093
H -3.735 -4.482 2.043
H -1.558 -3.895 1.826
H 1.535 -2.558 1.422
H 0.227 -3.696 1.226
H 1.086 -4.126 3.412
H -0.369 -3.166 3.697
O 2.627 -3.074 -2.439
C 3.161 -2.385 -1.430
O 3.186 -2.782 -0.298
C 3.744 -1.095 -1.914
C 4.654 -1.072 -2.968
C 5.125 0.163 -3.386
C 4.649 1.306 -2.774
C 3.727 1.175 -1.732
N 3.315 -0.009 -1.299
C 3.224 2.354 -0.960
O 3.366 3.549 -1.547
O 2.817 2.265 0.165
H 2.044 -3.773 -2.087
H 4.983 -1.990 -3.431
H 5.849 0.238 -4.185
H 4.988 2.281 -3.092
H 3.312 3.480 -2.512
F -2.980 5.754 -4.016
C -1.999 4.838 -3.859
C -0.691 5.236 -3.599
F -0.406 6.552 -3.523
C 0.310 4.299 -3.444
F 1.571 4.751 -3.290
C 0.073 2.907 -3.494
S 1.265 1.727 -3.232
C -1.257 2.557 -3.814
F -1.558 1.252 -4.003
C -2.267 3.479 -3.986
F -3.514 3.064 -4.295
C -3.971 -0.890 -3.082
C -3.692 -2.282 -3.640
C -4.020 -3.355 -2.604
C -2.234 -2.408 -4.117
N -1.295 -2.427 -3.036
C -0.734 -1.425 -2.332
N 0.084 -1.952 -1.459
N 0.013 -3.266 -1.625
N -0.802 -3.565 -2.552
H -5.032 -0.781 -2.870
H -3.688 -0.124 -3.798
H -3.425 -0.724 -2.156
H -4.313 -2.438 -4.530
H -3.483 -3.176 -1.674
H -3.754 -4.344 -2.969
H -5.083 -3.342 -2.377
H -1.983 -1.569 -4.771
H -2.100 -3.351 -4.656
H -0.900 -0.383 -2.482

Atomic forces in eV per Å
-0.37 0.19 0.39
0.02 -0.25 0.09
-0.14 0.23 0.06
0.22 -0.14 -0.09
-0.58 0.47 0.01
0.26 -0.57 -0.28
0.39 -0.01 0.08
-0.19 0.10 0.13
0.14 0.21 0.32
0.18 -0.02 -0.12
-0.28 0.23 0.32
-0.49 0.15 -0.66
0.39 -0.51 0.29
-0.34 0.31 -0.01
0.15 -0.03 -0.12
-0.29 0.16 -0.06
0.26 -0.43 0.41
0.12 0.64 -0.61
-0.30 0.30 0.12
0.06 -0.17 0.00
-0.35 -0.19 0.03
-0.19 0.20 0.07
0.05 -0.43 -0.13
0.69 -0.24 0.34
-0.20 0.63 -0.03
-0.04 -0.32 0.17
-0.02 0.21 -0.03
-0.05 -0.05 0.18
-0.06 0.10 0.02
0.09 -0.10 0.04
0.06 -0.04 0.03
0.16 0.00 0.00
-0.06 -0.04 -0.03
-0.04 -0.04 -0.03
0.00 -0.05 0.01
0.04 -0.03 0.03
-0.05 -0.03 -0.04
0.02 -0.01 -0.04
0.01 0.14 -0.06
0.05 -0.12 -0.13
-0.02 0.01 0.05
-0.12 0.05 0.11
-0.04 0.07 -0.12
0.08 0.03 -0.09
-0.02 0.03 0.03
-0.01 0.07 -0.02
-0.04 -0.03 0.02
0.08 0.01 -0.02
0.04 0.01 0.01
0.15 -0.20 -0.16
0.12 -0.03 -0.05
0.00 -0.03 -0.05
0.02 -0.11 0.01
0.01 -0.16 -0.50
0.04 -0.32 0.00
-0.03 0.07 0.21
0.18 0.17 -0.42
-0.09 0.12 0.05
-0.05 -0.11 0.09
-0.20 0.01 0.20
0.54 -0.39 -0.22
0.32 0.04 0.23
-0.01 0.20 0.07
0.19 0.36 0.17
0.14 0.08 0.05
0.13 0.13 0.18
-0.03 -0.06 -0.04
0.03 -0.03 -0.06
0.01 0.01 0.00
-0.28 -0.21 0.00
0.21 -0.21 0.04
0.08 -0.10 -0.03
-0.24 0.15 -0.08
-0.08 -0.23 -0.02
-0.06 -0.45 -0.08
-0.28 0.03 0.05
-0.76 0.65 -0.27
0.42 -0.46 -0.15
0.45 0.16 0.06
-0.14 0.16 0.11
-0.16 0.20 -0.04
0.20 0.14 0.09
-0.05 -0.16 -0.25
0.17 -0.01 0.18
-0.03 0.07 -0.24
-0.73 -0.08 -0.49
0.72 0.59 0.82
-0.03 -0.37 -0.14
0.08 0.53 0.08
0.14 -0.58 0.33
-0.48 -0.94 -0.77
-0.12 0.03 0.11
0.03 0.19 -0.03
0.06 0.06 0.15
0.07 0.01 0.04
0.06 0.00 0.11
0.01 -0.15 0.02
-0.12 -0.01 0.06
0.05 -0.10 0.00
0.05 0.18 0.04
-0.03 0.45 -0.15

Löwdin population analysis, charges in e, atoms 1 to 5:
1 Sn 1.3251
2 C -0.2007
3 C -0.1625
4 C -0.2468
5 N -0.1041